No. 1
Below is a 13-piece molecular cluster, C52H94Cl24IN2O6 overall at a distorted geometry, with properties calculated with ωB97M-V with the def2-TZVPD basis set.

Each line ends with the Mulliken charge.
Cartesian coordinates (Å):
C 2.5963 -4.1054 -1.2294  -0.17
C 1.6646 -3.5075 -1.6446  -0.65
C 0.3779 -3.0894 -2.3193  -0.51
C -0.7049 -2.6297 -1.2595  1.32
C -1.3602 -1.3135 -1.7991  1.84
C -0.7457 0.0056 -1.2306  -0.43
C 0.7806 -0.0275 -0.8870  -0.33
C 1.1114 -0.1509 0.6343  1.85
C 2.7076 0.0357 0.7334  -1.88
C 0.4992 1.0186 1.4649  -1.96
C -2.9099 -1.1794 -1.6324  -2.39
N -3.6466 -2.4773 -1.5371  0.51
C -5.1157 -2.1747 -1.5127  -1.75
C -5.6831 -1.3743 -0.3101  1.39
C -6.8039 -0.3402 -0.7328  -0.86
C -8.1525 -0.5659 0.0043  -0.42
C -8.0483 -0.7049 1.5462  -0.65
C -7.4828 0.5370 2.2803  -0.58
O -8.5627 1.4718 2.4825  -0.35
C -8.4093 2.6130 1.7329  0.67
C -7.2004 3.5555 2.0059  -1.12
O -9.2091 2.9017 0.9051  -0.36
C -3.1072 -3.3774 -0.4552  0.73
C -2.8100 -2.6018 0.8532  -1.01
C -2.1425 -3.4702 2.0022  -0.25
C -2.5176 -2.8608 3.3661  -0.11
O -2.2472 -1.7420 3.6476  -0.45
O -3.1953 -3.6319 4.3016  -0.46
N -3.8548 -4.5996 -0.2400  1.20
C -5.0519 -4.6041 0.5553  0.61
C -5.2095 -4.3890 2.0667  -1.23
O -6.0702 -4.9102 -0.0134  -0.56
C -4.1137 -5.4157 -1.4193  0.77
C -3.9340 -6.9495 -1.2369  -1.56
O -4.5037 -5.0378 -2.4778  -0.45
C -1.7233 -3.8324 -1.1278  -3.25
I -0.7527 -5.5382 -0.2582  0.03
H 3.5232 -4.6944 -1.1086  0.22
H 0.0125 -3.8724 -3.0049  0.62
H 0.6701 -2.2350 -2.9632  0.41
H -0.1429 -2.4996 -0.3166  -0.29
H -1.1659 -1.2912 -2.8889  -0.41
H -0.8713 0.7528 -2.0398  -0.87
H -1.2826 0.4115 -0.3522  0.55
H 1.1937 0.9565 -1.1971  1.10
H 1.3739 -0.7822 -1.4241  -1.11
H 0.8872 -1.1414 1.0765  -0.15
H 3.0561 0.0966 1.7699  0.56
H 2.9129 1.0302 0.2920  0.41
H 3.2490 -0.6988 0.1202  0.22
H -0.5345 0.6938 1.7255  0.21
H 1.0457 1.1968 2.3923  0.66
H 0.3841 1.9087 0.8247  0.31
H -3.0996 -0.4976 -0.7933  0.36
H -3.2859 -0.6595 -2.5368  0.70
H -3.4962 -2.8793 -2.4706  0.87
H -5.3143 -1.5622 -2.4175  1.16
H -5.7616 -3.0596 -1.6604  0.09
H -6.1390 -2.1072 0.3863  -0.32
H -4.9541 -0.8038 0.2852  0.05
H -6.4060 0.6735 -0.5163  -0.01
H -6.9565 -0.3467 -1.8316  0.57
H -8.7807 0.3286 -0.1908  -0.03
H -8.7150 -1.4101 -0.4412  0.46
H -9.0768 -0.8697 1.9209  0.50
H -7.4592 -1.5805 1.8852  0.22
H -6.5799 0.9751 1.8192  0.29
H -7.1761 0.2026 3.2939  0.34
H -6.6147 3.1035 2.8239  0.36
H -6.5671 3.5308 1.1025  0.31
H -7.5585 4.5620 2.2522  0.37
H -3.7180 -2.2011 1.3411  0.72
H -2.1216 -1.7498 0.7533  -0.29
H -1.0428 -3.4222 1.9210  0.05
H -2.4776 -4.5177 1.9431  0.44
H -2.5861 -3.9665 4.9726  0.35
H -6.1838 -4.7721 2.4127  0.45
H -5.1758 -3.3275 2.3759  0.15
H -4.4408 -4.9718 2.5997  0.39
H -3.3639 -7.3899 -2.0679  0.42
H -4.9282 -7.4336 -1.2015  0.37
H -3.3725 -7.1465 -0.3074  0.31
H -1.8872 -4.1478 -2.1809  1.47
Cl -9.8343 1.5256 -2.5897  -0.18
C -9.8617 3.2458 -2.1204  0.06
C -9.9793 4.1609 -3.3131  -0.60
Cl -8.5030 4.1344 -4.3106  -0.17
H -8.9616 3.4532 -1.5466  0.18
H -10.7209 3.3797 -1.4656  -0.03
H -10.1193 5.1878 -2.9784  0.35
H -10.8214 3.8911 -3.9468  0.36
Cl 3.7968 -0.7273 -2.2968  -0.11
C 5.1331 0.4345 -2.0856  -0.40
C 6.4474 -0.2611 -1.8661  -0.32
Cl 6.5675 -1.1129 -0.2903  0.01
H 4.8842 1.0949 -1.2626  -0.08
H 5.1822 1.0291 -2.9977  0.52
H 7.2557 0.4685 -1.8778  -0.08
H 6.6320 -0.9935 -2.6498  0.45
Cl 2.9617 -2.0234 4.1358  -0.12
C 1.7912 -3.2393 4.6984  -0.28
C 2.0149 -4.5858 4.0522  -0.62
Cl 1.6277 -4.5636 2.3116  -0.06
H 0.7891 -2.8613 4.4990  0.02
H 1.9150 -3.3243 5.7777  0.38
H 1.3657 -5.3303 4.5124  0.32
H 3.0453 -4.9163 4.1639  0.34
Cl 4.8851 1.0636 1.3112  -0.02
C 5.0871 2.7941 1.7764  -0.44
C 4.1222 3.2817 2.8214  -0.46
Cl 2.4653 3.3863 2.2084  -0.23
H 5.0084 3.3889 0.8672  0.37
H 6.1037 2.8808 2.1608  0.06
H 4.4002 4.2838 3.1345  0.41
H 4.1205 2.6381 3.6973  0.31
Cl -1.4130 -1.3911 -5.4969  -0.15
C -1.0501 0.1219 -6.3784  -0.10
C -0.2992 1.1144 -5.5271  -0.60
Cl -1.3072 1.7718 -4.2048  -0.19
H -1.9918 0.5381 -6.7377  -0.17
H -0.4449 -0.1544 -7.2416  0.44
H 0.0117 1.9621 -6.1359  0.46
H 0.5892 0.6687 -5.0828  0.38
Cl 8.5331 2.2921 0.2088  -0.18
C 10.0580 1.3638 0.1946  0.47
C 10.6179 1.2010 -1.1968  0.19
Cl 9.6099 0.1341 -2.2137  -0.20
H 9.8700 0.4005 0.6657  0.37
H 10.7659 1.9120 0.8127  -0.70
H 11.6054 0.7435 -1.1438  0.38
H 10.7114 2.1574 -1.7066  -0.35
Cl 6.9654 -3.4732 1.7844  -0.12
C 6.3801 -5.1431 1.9463  -0.29
C 6.3791 -5.8667 0.6253  -0.48
Cl 5.1608 -5.1802 -0.4811  -0.13
H 5.3836 -5.1080 2.3833  0.10
H 7.0412 -5.6524 2.6468  0.35
H 6.1275 -6.9158 0.7759  0.30
H 7.3478 -5.8162 0.1331  0.33
Cl -3.0612 1.9982 -7.8068  -0.18
C -3.9627 3.4957 -7.4551  -0.45
C -3.9886 3.7966 -5.9774  -0.46
Cl -4.9638 2.6165 -5.0677  -0.15
H -4.9651 3.3900 -7.8641  0.35
H -3.4624 4.3038 -7.9872  0.33
H -4.4350 4.7758 -5.8085  0.36
H -2.9867 3.7996 -5.5524  0.24
Cl -12.8561 2.1023 -0.4055  -0.19
C -12.1966 2.4024 1.2247  -0.06
C -13.2841 2.5783 2.2555  -0.49
Cl -14.2000 4.0878 2.0156  -0.19
H -11.5503 3.2758 1.1722  0.24
H -11.5816 1.5404 1.4801  0.05
H -12.8428 2.6310 3.2501  0.32
H -13.9895 1.7502 2.2373  0.34
Cl 12.7729 1.5788 2.2509  -0.16
C 13.0524 3.2887 2.6710  -0.24
C 12.0894 3.7828 3.7208  -0.54
Cl 10.4178 3.8923 3.1063  -0.13
H 12.9843 3.8762 1.7590  0.07
H 14.0731 3.3587 3.0450  0.39
H 12.3747 4.7848 4.0391  0.35
H 12.0837 3.1353 4.5953  0.32
Cl 7.3231 2.2069 4.8075  -0.12
C 7.6060 3.9158 5.2283  -0.49
C 6.6502 4.4095 6.2865  -0.50
Cl 4.9786 4.5153 5.6802  -0.15
H 7.5319 4.5042 4.3158  0.32
H 8.6287 3.9860 5.5952  0.33
H 6.9365 5.4114 6.6038  0.34
H 6.6503 3.7617 7.1605  0.34
Cl 10.3772 4.4132 -2.6638  -0.14
C 11.8230 5.4473 -2.5479  -0.42
C 13.0941 4.6417 -2.4285  -0.63
Cl 13.2075 3.7861 -0.8673  -0.15
H 11.6916 6.1160 -1.6997  0.31
H 11.8548 6.0498 -3.4549  0.32
H 13.9568 5.3037 -2.4886  0.38
H 13.1752 3.9021 -3.2222  0.35

Atomic forces in eV per Å
2.5 -1.4 0.0
-3.1 0.4 -1.6
1.5 0.9 0.9
0.1 -0.9 -0.7
-0.4 0.1 0.3
0.8 0.1 -0.6
-0.4 0.3 0.8
2.3 0.8 -0.1
-3.2 -0.1 -0.7
-1.4 -1.6 -0.7
1.3 1.1 -0.5
-1.2 1.2 -0.2
-1.8 1.0 -0.4
-0.6 0.0 0.3
0.4 -0.3 0.1
0.0 0.6 0.0
0.0 0.1 -0.2
-0.2 -1.3 1.1
0.8 0.7 -0.7
0.9 0.9 0.4
-0.1 -1.8 0.3
-0.8 0.1 -0.5
2.9 -1.3 0.1
-0.1 -0.2 1.6
-0.8 -0.2 -0.1
0.3 -0.4 0.1
0.3 1.0 -0.2
0.2 -0.7 -0.8
-0.7 1.2 0.3
-1.6 0.0 0.6
1.0 -0.1 0.3
-0.3 -0.5 -0.5
-0.2 -3.2 -0.1
0.2 0.5 1.0
0.4 1.6 -0.5
0.4 1.5 -0.3
-0.2 0.1 -0.2
-2.3 1.2 0.0
0.2 0.1 0.4
-0.4 -0.3 0.3
-0.6 0.2 -0.3
-0.2 -0.1 0.6
-0.1 -0.4 0.7
0.0 -0.5 -0.3
-0.1 -0.5 0.1
-0.5 0.2 0.0
-0.3 0.4 -0.3
-0.9 -0.7 -0.5
-0.6 -0.7 0.1
-0.1 0.1 0.6
0.4 0.5 0.1
-0.1 0.1 -0.3
0.4 -0.1 0.5
-0.4 -0.7 -0.1
0.0 -0.4 0.5
-0.1 -0.7 0.5
0.5 -0.3 0.4
0.9 0.0 0.2
0.3 0.4 -0.3
0.1 -0.4 -0.4
-0.3 -0.5 -0.1
-0.1 -0.1 0.6
0.2 -0.5 0.0
0.4 0.2 0.3
0.5 0.1 0.0
-0.2 0.3 -0.4
-0.6 0.0 -0.1
-0.1 0.3 -0.5
-0.1 0.6 -0.2
-0.3 0.4 0.3
0.2 -0.4 -0.2
0.2 -0.1 -0.8
-0.4 -0.3 -0.6
-0.5 -0.1 0.1
0.3 0.5 0.1
-0.1 0.2 0.1
0.3 0.1 -0.7
0.3 -0.5 -0.2
-0.2 0.5 0.0
-0.3 0.4 0.1
0.4 0.4 0.0
-0.4 -0.1 -0.4
-0.4 0.0 0.7
0.1 0.0 0.0
0.0 0.2 0.1
-0.1 0.0 0.1
0.1 0.0 -0.1
0.0 -0.1 -0.1
0.0 0.0 -0.1
0.0 0.0 0.1
0.1 -0.1 0.0
0.1 -0.1 -0.4
0.1 0.1 -0.1
0.1 0.1 0.1
-0.1 0.0 -0.6
-0.1 -0.1 0.1
0.1 -0.1 0.0
-0.3 0.0 0.1
0.0 -0.1 0.1
0.0 0.0 -0.1
0.0 0.0 0.1
0.0 0.0 0.1
0.1 0.0 0.0
0.0 0.0 -0.1
0.0 -0.1 0.0
0.0 0.0 0.0
0.0 0.1 -0.1
2.9 2.0 1.1
0.5 -0.1 -0.1
0.2 -0.2 0.0
-0.2 0.2 -0.1
0.0 -0.1 0.0
0.0 0.0 0.0
0.1 0.0 -0.1
0.0 0.0 0.0
0.0 -0.1 0.0
0.0 0.1 -0.1
0.2 -0.1 -0.1
-0.1 0.1 -0.2
0.4 -0.5 0.5
0.1 0.0 0.1
-0.1 0.0 0.0
-0.1 0.0 0.1
-0.1 0.0 -0.1
0.1 -0.1 0.0
0.2 0.1 0.1
0.3 0.0 -0.1
-0.1 0.0 0.0
-0.1 0.0 -0.2
0.0 0.0 0.1
-0.1 -0.2 0.1
0.0 -0.1 0.2
0.0 0.0 0.2
0.2 -0.3 0.1
1.7 -0.5 0.5
0.0 0.0 -0.1
0.0 0.0 -0.1
-0.1 0.0 0.0
0.0 0.1 0.0
-0.4 0.5 -0.4
-0.1 0.3 0.0
0.1 0.1 0.0
0.0 -0.1 0.0
0.0 -0.1 0.1
0.1 0.0 0.0
-0.1 0.0 -0.1
0.0 -0.1 0.0
-0.1 0.0 0.0
0.0 0.0 0.2
0.0 -0.1 0.0
0.0 0.0 0.0
-0.1 -0.1 0.0
0.0 0.0 0.0
0.1 0.0 0.0
0.0 0.1 -0.1
0.2 0.0 0.1
0.1 0.1 0.0
0.1 0.1 0.2
0.0 -0.1 -0.1
-0.1 0.0 0.0
0.0 0.0 0.1
0.0 0.0 -0.1
0.0 -0.1 -0.1
-0.1 0.0 -0.1
0.1 0.1 0.1
0.1 0.1 0.1
0.0 0.1 0.3
-0.1 0.0 0.0
0.0 0.0 0.0
0.0 0.0 -0.1
0.0 -0.1 -0.1
0.0 0.2 0.0
0.1 0.1 0.0
0.1 0.1 -0.2
0.0 -0.1 0.0
0.0 -0.1 0.0
0.0 -0.1 0.0
0.0 0.0 0.0
-0.1 0.0 0.1

Computed properties:
* energy relative to the best compared isomer or geometry (same formula, charge and spin): 0.0 kJ/mol
* net charge: +1
* highest occupied orbital energy: -10.4 eV
* Kohn-Sham gap: 8.64 eV

No. 2
Below is C6H12O8P as an isolated structure at a distorted geometry, with properties calculated with ωB97M-V with the def2-TZVPD basis set.

Each line ends with the natural charge from an NBO analysis.
Cartesian coordinates (Å):
C 2.2320 -0.7771 0.4533  0.26
C -2.1315 1.7393 0.0219  -0.08
C 1.1671 -1.2015 -1.1925  0.00
C -2.0204 0.2420 0.4903  0.07
C -0.1215 -0.4516 -1.1426  0.00
C -0.6433 -0.4559 0.2980  0.06
O 2.4738 1.0719 2.5181  -1.12
O 2.4898 -1.8297 0.9511  -0.57
O 1.7192 1.7897 0.1329  -1.16
O -2.3462 1.8824 -1.3751  -0.79
O 1.0806 -2.6753 -1.1304  -0.77
O -2.3742 0.2466 1.8302  -0.73
O 0.1208 0.9145 -1.7360  -0.77
O -0.7370 -1.7293 0.8947  -0.76
P 2.5330 0.9633 1.0197  1.96
H -1.1485 2.3088 0.1428  0.18
H -3.0639 2.0802 0.4734  0.19
H 1.9251 -0.9938 -1.9744  0.19
H -2.6900 -0.2982 -0.2079  0.14
H -0.9698 -0.6790 -1.7565  0.20
H 0.0990 0.0488 0.9353  0.18
H -1.4823 1.5054 -1.8485  0.50
H 1.6371 -2.8479 -0.3455  0.47
H -1.9788 -0.6251 2.3429  0.49
H 0.5009 1.4403 -0.9702  0.53
H -0.2016 -2.4417 0.5008  0.50
H 3.9309 0.7731 0.6742  -0.18

Atomic forces in eV per Å
-2.8 -2.2 -2.3
1.7 -0.5 -1.1
2.9 -1.3 1.1
1.2 0.3 -1.5
-0.1 2.0 -0.5
0.4 1.5 0.7
-0.1 -0.2 -1.3
0.6 0.3 0.3
-0.7 1.4 -1.2
1.3 -1.4 -1.7
-0.3 2.1 0.5
0.8 -3.3 2.8
-0.1 -1.1 2.0
-0.7 -1.2 0.0
2.0 -1.0 2.7
-1.5 -0.5 1.3
0.6 0.6 0.5
-1.1 0.4 0.1
-0.4 -0.1 0.6
-0.1 -1.5 -0.7
-0.3 0.6 -0.3
-2.0 1.1 1.4
0.2 -0.3 0.1
-1.4 3.2 -2.4
0.4 -0.3 -0.8
-0.2 0.8 -0.3
-0.4 0.8 -0.2

Computed properties:
* energy relative to the best compared isomer or geometry (same formula, charge and spin): 167.9 kJ/mol
* net charge: -1
* highest occupied orbital energy: -5.4 eV
* Kohn-Sham gap: 8.65 eV

No. 3
Below is C5H6N2O2 as an isolated structure at a distorted geometry, with properties calculated with ωB97M-V with the def2-TZVPD basis set.

Each line ends with the natural charge from an NBO analysis.
Cartesian coordinates (Å):
C 0.4093 -0.8303 -0.5991  0.78
C -0.8865 -0.8998 0.2632  0.20
C -0.5413 -0.0963 1.4209  -0.50
C 0.6107 1.3741 -0.2847  0.03
C 0.6684 0.5158 1.1181  0.02
O 0.4351 -1.3369 -1.8162  -0.59
N -1.8322 -1.6675 -0.0683  -0.65
N -0.4778 1.8336 -0.7602  -0.57
O 1.4304 -0.8783 0.2131  -0.55
H 1.3507 -1.5438 -2.0627  0.50
H -2.5458 -1.7346 0.6582  0.35
H -0.3361 2.4497 -1.5595  0.35
H -1.1973 0.1100 2.2507  0.24
H 1.6077 1.7041 -0.6205  0.16
H 1.3046 1.0001 1.8468  0.23

Atomic forces in eV per Å
1.2 -4.6 2.2
-0.5 1.7 0.4
0.0 0.0 -0.6
0.9 1.0 1.8
-2.6 2.4 -1.2
0.1 1.0 0.8
0.0 -0.4 -0.5
0.4 -0.7 0.6
-0.4 0.3 -3.7
0.1 0.0 0.1
0.2 0.1 -0.1
0.2 -0.1 0.0
0.4 -0.5 0.3
-0.2 -0.2 -0.2
0.2 -0.1 0.0

Computed properties:
* energy relative to the best compared isomer or geometry (same formula, charge and spin): 519.8 kJ/mol
* highest occupied orbital energy (alpha / beta): -7.3 / -7.3 eV
* Kohn-Sham gap (alpha / beta): 6.84 / 6.84 eV

No. 4
Below is C27H24F6N5O6STi as an isolated structure at a distorted geometry, with properties calculated with ωB97M-V with the def2-TZVPD basis set.

Each line ends with the Löwdin spin population.
Cartesian coordinates (Å):
Ti 0.1501 -0.1498 0.3318  0.81
O -1.2221 -1.4812 3.9310  0.00
C -0.8814 -1.4260 2.7670  0.00
O -0.6914 -0.3380 2.1106  0.02
C -0.5858 -2.7440 2.0018  0.00
C 0.8776 -2.7591 1.5206  0.00
C 1.2694 -4.1998 1.1589  0.00
C 0.5070 -4.3893 -0.1664  0.00
C -0.1577 -3.0145 -0.3317  0.00
O 0.8054 -2.1227 0.2438  0.01
C -1.3326 -2.8685 0.6482  0.00
C -2.0915 -1.5493 0.3798  0.00
O -3.1972 -1.3546 0.8391  0.00
O -1.4323 -0.6963 -0.3215  -0.01
H -0.8127 -3.5637 2.6861  0.00
H 1.5877 -2.2326 2.1624  0.00
H 0.9709 -4.9049 1.9308  0.00
H 2.3471 -4.2764 1.0210  0.00
H -0.2309 -5.1888 -0.1324  0.00
H 1.1896 -4.5820 -0.9938  0.00
H -0.3701 -2.7210 -1.3630  0.00
H -2.0410 -3.6971 0.6340  0.00
N -2.1260 0.6718 -3.3023  0.00
C -3.2242 0.1548 -3.9953  0.00
C -4.0246 0.9885 -4.7610  0.00
C -5.1458 0.4879 -5.4106  0.00
C -5.4667 -0.8528 -5.3156  0.00
C -4.6437 -1.7045 -4.5918  0.00
C -3.5334 -1.2064 -3.9370  0.00
S -2.4523 -2.3121 -3.0627  0.00
N -1.0762 -1.3900 -2.8157  0.01
C -1.0721 -0.1113 -2.8753  0.00
C 0.2003 0.5602 -2.5947  0.05
C 0.7144 1.4379 -3.5447  -0.01
C 2.0225 1.8734 -3.4609  0.05
C 2.8152 1.3239 -2.4420  -0.01
C 2.2388 0.4968 -1.5131  0.04
N 0.9186 0.1778 -1.4848  -0.01
H -1.9775 1.6667 -3.3671  0.00
H -3.7701 2.0362 -4.8481  0.00
H -5.7622 1.1565 -5.9919  0.00
H -6.3437 -1.2463 -5.8076  0.00
H -4.8658 -2.7578 -4.5198  0.00
H 0.0999 1.7300 -4.3837  0.00
H 2.4378 2.5414 -4.1970  0.00
H 3.8703 1.5369 -2.3942  0.00
H 2.8489 0.0233 -0.7513  0.00
N -1.9323 1.7719 1.0328  0.00
C -2.5590 2.9443 0.8975  0.00
C -1.8445 3.6804 -0.0266  0.00
C -0.7842 2.8524 -0.3992  0.00
N -0.8454 1.7032 0.2646  0.01
H -2.1558 0.9898 1.6495  0.00
H -3.4456 3.1838 1.4495  0.00
H -2.0488 4.6709 -0.3761  0.00
H 0.0173 3.0532 -1.0861  0.00
C 1.9468 0.4698 3.6421  0.00
C 2.2539 0.8992 2.1973  0.00
O 1.6779 0.1467 1.2295  -0.01
C 3.7910 0.8454 1.9911  0.00
F 4.4877 1.3880 2.9958  0.00
F 4.1952 1.4558 0.8703  0.00
F 4.1809 -0.4323 1.8906  0.00
C 1.7738 2.3501 1.9825  0.00
F 2.4740 3.2942 2.6162  0.00
F 0.4972 2.4820 2.3777  0.00
F 1.7937 2.6575 0.6705  0.00
H 2.4635 -0.4612 3.8656  0.00
H 0.8730 0.3183 3.7419  0.00
H 2.2767 1.2364 4.3388  0.00

Atomic forces in eV per Å
0.7 0.4 0.9
0.0 0.0 0.1
-0.1 -1.1 0.6
-0.5 0.3 0.7
0.0 0.4 0.5
0.4 -0.8 1.2
0.1 0.2 0.0
0.0 0.2 -0.1
-0.7 -1.1 -0.7
0.4 -0.4 -0.2
-0.2 0.5 -0.3
-1.4 -1.5 0.5
0.1 -0.1 -0.1
-2.3 -0.7 -1.6
0.1 0.1 -0.1
-0.2 0.0 -0.2
0.0 0.0 0.1
0.0 0.0 0.0
0.0 0.0 0.0
0.0 0.0 0.0
0.2 0.0 0.5
0.1 0.1 0.0
0.4 0.1 0.3
-0.5 -0.3 -0.3
0.0 -0.1 0.1
0.0 0.0 0.0
0.0 0.0 0.0
0.1 0.2 0.0
0.3 0.0 0.1
-0.3 0.1 0.0
0.4 0.8 -0.5
-0.9 -1.0 -0.4
1.2 0.2 0.5
-0.1 -0.1 0.1
0.4 -0.5 0.8
-0.3 0.5 -0.9
-0.1 -0.5 0.3
0.8 1.1 -3.4
0.0 -0.1 0.1
0.0 0.1 0.0
-0.1 0.1 0.0
-0.1 0.0 0.0
0.0 -0.1 0.0
-0.1 0.0 -0.1
0.0 0.1 -0.1
0.1 0.0 0.1
-0.2 0.3 0.0
-0.4 0.3 0.2
0.2 0.0 -0.1
0.0 0.0 -0.1
-0.3 0.0 0.2
-0.3 0.8 -0.1
0.2 0.1 -0.2
-0.1 0.0 0.1
-0.1 0.2 0.0
0.1 0.0 0.0
-0.2 0.0 -0.4
0.7 0.5 0.7
2.2 0.5 1.0
0.0 -0.1 0.2
-0.1 0.1 0.2
0.0 0.2 -0.4
0.0 -0.3 0.0
-0.5 0.3 -0.2
0.3 -0.1 0.2
0.2 0.0 0.3
0.3 0.2 0.0
0.0 0.0 0.0
0.1 0.0 0.0
0.0 0.0 0.1

Computed properties:
* multiplicity: 2
* highest occupied orbital energy (alpha / beta): -7.0 / -7.6 eV
* Kohn-Sham gap (alpha / beta): 6.42 / 6.86 eV
* ⟨S²⟩: 0.76

For the records above, the corresponding total energy values read -379345.52764 -32085.86388 -12352.23395 -98384.16590 eV.